A structure of composition C24H19N3O11S2Sr. Source: the Open Molecules 2025 dataset; level of theory: ωB97M-V/def2-TZVPD.

As for the spin multiplicity: 1. The value obtained for the orbital gap is 0.255 Eh. Its net charge is -2. The calculation puts the HOMO energy at -3.15 eV. The LUMO energy is 3.799 eV.

```
60
Properties=species:S:1:pos:R:3:mulliken_charge:R:1
Sr 0.87967 -0.15428 1.38554 2.1279
O 3.00999 -1.25475 5.28932 -0.8261
C 2.33778 -0.62968 4.46543 -0.2463
O 2.33325 -0.78140 3.20235 -0.7553
C 1.45128 0.52119 4.99357 0.3453
C 1.62705 1.80331 4.15494 0.1307
C 1.22733 3.02669 4.98614 -1.0320
C -0.31221 2.85382 5.04401 -0.9193
C -0.51258 1.60370 4.17161 -0.0452
O 0.54346 1.74288 3.20517 -0.4574
C -0.10895 0.33886 4.93428 -0.0293
C -0.65173 -0.94136 4.24908 -0.0361
O -0.91544 -1.89732 4.98252 -0.7937
O -0.82927 -0.86924 2.98951 -0.7518
H 1.75998 0.69806 6.02400 0.4101
H 2.56663 1.87630 3.61355 0.5415
H 1.70057 3.02737 5.96852 0.4004
H 1.50210 3.94440 4.46474 0.3174
H -0.68873 2.70084 6.05648 0.3535
H -0.82489 3.71444 4.61212 0.3425
H -1.46508 1.53305 3.65416 0.5677
H -0.51420 0.33706 5.94672 0.3418
O 4.37801 1.41116 -0.80119 -0.7968
S 2.94856 1.26144 -0.63529 1.5389
O 2.41750 1.87010 0.58876 -0.6347
O 2.45973 -0.10491 -0.79483 -0.7530
C 2.24812 2.25433 -1.98311 0.0672
C 3.13622 3.18643 -2.51504 -0.6835
C 2.75657 4.06443 -3.51666 -0.5456
C 1.46316 4.02264 -4.00734 -0.5433
C 0.56923 3.10000 -3.49054 -0.6707
C 0.94092 2.21019 -2.48589 -0.2943
S -0.35558 1.04062 -2.03055 1.9071
O -0.00376 -0.20123 -2.70103 -0.6949
O -1.58954 1.62477 -2.53690 -0.8432
O -0.35027 0.95146 -0.56895 -0.6032
H 4.14257 3.19740 -2.12218 0.4857
H 3.47389 4.77635 -3.90817 0.3542
H 1.14506 4.70212 -4.78947 0.3574
H -0.44769 3.04998 -3.85252 0.4706
N -5.75639 -3.51434 -6.62157 -0.5856
C -4.97079 -3.44404 -5.78392 0.1428
C -3.99604 -3.36797 -4.73084 0.5149
C -3.42232 -2.14472 -4.38517 -0.9235
C -2.47638 -2.07463 -3.37923 -0.1269
C -2.12013 -3.23691 -2.69966 0.4990
C -2.69117 -4.46132 -3.03825 -0.4899
C -3.62128 -4.52918 -4.05664 -0.8302
N -1.17475 -3.17515 -1.66209 0.2382
C -0.19229 -4.10717 -1.36340 -0.2353
C 0.51315 -3.57567 -0.33335 -1.0528
N -0.01239 -2.35397 0.02165 0.2836
C -1.01010 -2.14442 -0.78632 -0.9623
H -3.70263 -1.24647 -4.91845 0.4612
H -1.97695 -1.13999 -3.14732 0.4781
H -2.41735 -5.34965 -2.48522 0.4738
H -4.07294 -5.47507 -4.32400 0.4221
H -0.07016 -5.00865 -1.93630 0.4330
H 1.37090 -3.98437 0.17316 0.4863
H -1.64868 -1.27758 -0.78594 0.6692
```

=====

A structure of composition C24H19N3O11S2Sr. Source: the Open Molecules 2025 dataset; level of theory: ωB97M-V/def2-TZVPD.

As for the spin multiplicity: 1. The value obtained for the orbital gap is 0.280 Eh. Its net charge is -2. The calculation puts the HOMO energy at -3.47 eV. The LUMO energy is 4.166 eV.

```
60
Properties=species:S:1:pos:R:3:mulliken_charge:R:1
Sr -0.21785 1.12022 -0.36992 2.1103
O -0.39644 0.71610 -4.97853 -0.8531
C -0.73876 0.64606 -3.79296 -0.4136
O -0.02900 0.89286 -2.76864 -0.6811
C -2.20640 0.30769 -3.51459 0.4383
C -2.87222 1.50659 -2.78751 -0.1426
C -4.38135 1.48165 -3.02717 -0.9827
C -4.78780 0.25112 -2.17359 -0.9327
C -3.44853 -0.12802 -1.52323 -0.1050
O -2.79405 1.14859 -1.39460 -0.5002
C -2.55357 -0.86231 -2.52991 0.0995
C -1.38334 -1.56011 -1.83471 0.0099
O -0.84216 -2.52294 -2.41339 -0.8484
O -1.08105 -1.14658 -0.67172 -0.9891
H -2.67861 0.13550 -4.47990 0.4535
H -2.37828 2.46122 -2.94575 0.6345
H -4.62988 1.37816 -4.08381 0.3948
H -4.83954 2.39394 -2.64420 0.3274
H -5.18909 -0.56860 -2.77234 0.3464
H -5.52528 0.51730 -1.41613 0.3397
H -3.50836 -0.59830 -0.54767 0.6997
H -3.09816 -1.64046 -3.06667 0.4730
O 1.06179 3.27993 -0.25427 -0.7923
S 0.04716 4.00211 0.53438 1.6057
O -0.23645 5.33295 0.06039 -0.7672
O -1.14868 3.15847 0.69986 -0.8394
C 0.80597 4.25554 2.14575 0.2763
C 1.31318 5.54281 2.32022 -0.6541
C 2.01447 5.89142 3.45990 -0.5245
C 2.22273 4.94689 4.44794 -0.5172
C 1.72215 3.66608 4.29385 -0.6070
C 1.00710 3.29165 3.15550 -0.2560
S 0.33937 1.60483 3.25098 1.1914
O -1.05117 1.77990 3.59604 -0.7427
O 1.14918 0.97848 4.28029 -0.7921
O 0.56278 0.96806 1.93237 -0.3172
H 1.14068 6.26227 1.53381 0.4934
H 2.39768 6.89957 3.56793 0.3513
H 2.77608 5.20200 5.34472 0.3473
H 1.87289 2.91430 5.05354 0.5329
N 1.08845 -8.93947 0.67458 -0.5908
C 1.29081 -7.81117 0.57681 0.1332
C 1.56019 -6.39166 0.46442 0.4421
C 0.70794 -5.55941 -0.25645 -1.0034
C 0.96102 -4.20641 -0.36109 -0.0614
C 2.10000 -3.67810 0.25535 0.9386
C 2.95659 -4.50521 0.97420 -0.4715
C 2.68412 -5.85571 1.08222 -0.9020
N 2.37826 -2.30377 0.14677 0.2431
C 3.19975 -1.52003 0.95914 -0.2212
C 3.06420 -0.25515 0.49909 -0.8758
N 2.19577 -0.22750 -0.57854 -0.4846
C 1.79951 -1.45565 -0.75434 -0.3680
H -0.16999 -5.97345 -0.73498 0.4672
H 0.27606 -3.57085 -0.92305 0.4826
H 3.84190 -4.09551 1.44081 0.3396
H 3.34785 -6.50194 1.64198 0.4154
H 3.72068 -1.91471 1.81127 0.3356
H 3.48784 0.65337 0.89093 0.4647
H 1.09191 -1.79460 -1.49540 0.8496
```

=====

A structure of composition C24H19N6NiO2SSe. Source: the Open Molecules 2025 dataset; level of theory: ωB97M-V/def2-TZVPD.

As for the spin multiplicity: 3. The value obtained for the orbital gap (spin up / spin down) is 0.213 / 0.215 Eh. Its net charge is +1. The calculation puts the HOMO energy (spin up / spin down) at -10.21 / -10.29 eV. The LUMO energy (spin up / spin down) is -4.406 / -4.437 eV.

```
54
Properties=species:S:1:pos:R:3:lowdin_spin:R:1
Ni -14.53203 -7.30831 -3.22759 1.6949
O -15.59728 -3.65138 -1.55620 0.0075
S -15.96872 -4.27133 -2.80115 0.0053
O -17.26678 -4.02875 -3.36531 0.0043
N -15.79978 -5.91781 -2.55785 0.0707
C -16.70727 -6.54583 -1.74751 -0.0122
C -17.96437 -6.01031 -1.30915 0.0288
C -18.87263 -6.80732 -0.58083 -0.0018
C -18.61700 -8.10157 -0.26631 0.0222
C -17.38271 -8.69843 -0.61652 -0.0001
C -17.12121 -10.04360 -0.29384 0.0089
C -15.95859 -10.57833 -0.80166 0.0002
C -15.05843 -9.82812 -1.53294 0.0160
N -15.29429 -8.52375 -1.84917 0.0473
C -16.42650 -7.93413 -1.38655 -0.0010
C -14.86965 -3.83759 -4.14759 0.0028
C -15.48830 -3.27134 -5.27876 -0.0002
C -14.68342 -2.94975 -6.39232 0.0014
C -13.33318 -3.29257 -6.40999 0.0001
C -12.81102 -3.98615 -5.30058 0.0011
C -13.54360 -4.16908 -4.12164 0.0033
H -18.15748 -4.98272 -1.62475 0.0015
H -19.78556 -6.34868 -0.24779 -0.0007
H -19.31284 -8.62348 0.38663 0.0011
H -17.77925 -10.59854 0.34991 0.0004
H -15.74494 -11.64924 -0.66616 0.0001
H -14.11494 -10.23470 -1.84450 0.0012
H -16.55816 -3.10267 -5.29590 0.0000
H -15.15677 -2.40112 -7.21521 0.0001
H -12.68740 -3.04087 -7.22997 0.0000
H -11.78831 -4.30236 -5.32397 0.0000
H -13.09826 -4.61924 -3.25701 0.0006
N -11.96184 -7.70094 -1.64938 0.0023
C -10.68141 -8.10564 -1.80804 0.0070
C -10.37040 -8.00598 -3.15074 0.0019
C -11.52905 -7.50861 -3.77854 0.0061
N -12.51753 -7.33400 -2.89038 0.0231
H -12.38624 -7.56708 -0.74953 -0.0001
H -10.04391 -8.38591 -0.96689 0.0005
H -9.40905 -8.17848 -3.64417 0.0001
H -11.62768 -7.28469 -4.84232 0.0001
Se -13.71788 -9.39876 -5.52205 -0.0016
N -14.77367 -8.02669 -4.99502 0.0466
C -15.49585 -7.44565 -5.99275 0.0084
C -16.56485 -6.48814 -5.99298 0.0005
C -17.26256 -6.25982 -7.17356 -0.0009
C -16.85747 -6.80487 -8.44194 0.0003
C -15.75091 -7.63006 -8.48081 -0.0001
C -15.08024 -8.02755 -7.27590 0.0028
N -14.23252 -9.06216 -7.19654 -0.0001
H -16.90829 -6.00092 -5.06657 -0.0004
H -18.15834 -5.67900 -7.16990 0.0000
H -17.35988 -6.61044 -9.37992 0.0000
H -15.37335 -8.05971 -9.39912 0.0001
```

=====

A structure of composition C24H20B2F8MnN4O8. Source: the Open Molecules 2025 dataset; level of theory: ωB97M-V/def2-TZVPD.

As for the spin multiplicity: 6. The value obtained for the orbital gap (spin up / spin down) is 0.287 / 0.283 Eh. Its net charge is 0. The calculation puts the HOMO energy (spin up / spin down) at -9.75 / -9.75 eV. The LUMO energy (spin up / spin down) is -1.948 / -2.049 eV.

```
67
Properties=species:S:1:pos:R:3:lowdin_spin:R:1
Mn 0.66764 2.87206 1.72852 4.7325
B 0.15627 0.86403 0.75283 0.0086
F 1.31464 1.54330 0.32992 0.0491
F 0.30089 0.59980 2.09387 0.0287
F -0.84040 1.83083 0.56777 0.0341
F -0.08457 -0.28035 0.03171 0.0017
B 3.02289 3.63183 2.76254 0.0050
F 2.51740 2.34094 2.56805 0.0426
F 4.23087 3.90254 2.16541 0.0012
F 2.00479 4.42443 2.13150 0.0434
F 3.13088 3.95654 4.11121 0.0009
C 2.02236 -2.06068 2.85020 0.0000
C 2.06540 -2.19325 1.47431 0.0000
C 2.17586 -3.44028 0.86646 0.0000
C 2.21647 -4.56833 1.69172 0.0000
C 1.99556 -4.44386 3.05441 0.0000
C 1.80118 -3.20727 3.62233 0.0000
N 2.35124 -5.89873 1.12762 0.0000
O 2.05815 -6.05786 -0.03247 0.0000
O 2.62823 -6.80082 1.88045 0.0000
H 1.99275 -1.10884 3.36218 0.0000
H 2.10703 -1.28406 0.89045 0.0000
H 2.23243 -3.54452 -0.20673 0.0000
H 1.95322 -5.34110 3.65538 0.0000
H 1.61574 -3.11854 4.68397 0.0000
C -1.60000 -4.01438 1.46986 0.0000
C -1.43718 -5.21705 2.15662 0.0000
C -1.62325 -5.21303 3.53029 0.0000
C -1.86847 -4.03681 4.23304 0.0000
C -1.87215 -2.82201 3.55354 0.0000
C -1.62104 -2.82513 2.18746 0.0000
N -2.13059 -4.02379 5.67289 0.0000
O -1.55493 -3.15144 6.29409 0.0000
O -2.85719 -4.85716 6.14857 0.0000
H -1.44587 -4.03921 0.39864 0.0000
H -1.34116 -6.08029 1.51268 0.0000
H -1.65912 -6.16307 4.05105 0.0000
H -2.05637 -1.87852 4.04726 0.0000
H -1.34362 -1.90667 1.68469 0.0000
C -2.97293 5.25073 -3.35548 0.0001
C -1.81042 4.85324 -4.01285 0.0001
C -0.68205 4.55831 -3.26662 0.0003
C -0.70331 4.68472 -1.87337 0.0012
C -1.85078 5.07640 -1.23055 0.0000
C -2.96224 5.44179 -1.96984 0.0000
N 0.54015 4.49964 -1.14400 0.0066
O 1.58661 4.69752 -1.70390 0.0165
O 0.47053 4.19593 0.06270 0.0271
H -3.88952 5.50442 -3.86908 0.0000
H -1.79089 4.71386 -5.08265 0.0000
H 0.21586 4.18423 -3.74184 0.0000
H -1.85548 5.24080 -0.15989 -0.0001
H -3.85741 5.77711 -1.46723 0.0000
C 1.74757 0.75450 -4.66006 0.0000
C 1.14733 0.62752 -3.41409 0.0000
C -0.21193 0.85401 -3.23305 0.0000
C -0.95335 1.21548 -4.33749 0.0000
C -0.38205 1.31652 -5.60279 0.0000
C 0.95748 1.02588 -5.77221 0.0000
N -2.36378 1.55215 -4.20893 0.0000
O -2.88425 2.31577 -4.99356 0.0000
O -2.93120 1.16133 -3.20451 0.0000
H 2.79621 0.51708 -4.77554 0.0000
H 1.69070 0.18883 -2.58684 0.0001
H -0.70267 0.70970 -2.28355 0.0000
H -0.96864 1.62797 -6.45654 0.0000
H 1.39448 1.06531 -6.76059 0.0000
```

=====

A structure of composition C24H20B2F8MnN4O8. Source: the Open Molecules 2025 dataset; level of theory: ωB97M-V/def2-TZVPD.

As for the spin multiplicity: 6. The value obtained for the orbital gap (spin up / spin down) is 0.311 / 0.310 Eh. Its net charge is 0. The calculation puts the HOMO energy (spin up / spin down) at -9.83 / -9.83 eV. The LUMO energy (spin up / spin down) is -1.365 / -1.406 eV.

```
67
Properties=species:S:1:pos:R:3:lowdin_spin:R:1
Mn 0.66294 -3.46537 -1.34471 4.7371
B 0.02479 -1.59877 0.01593 0.0072
F 1.23524 -1.14549 -0.54210 0.0186
F -0.74946 -2.04685 -1.10348 0.0483
F 0.39257 -2.79086 0.75812 0.0353
F -0.58007 -0.71159 0.82883 0.0013
B 1.31625 -4.08613 -3.52506 0.0063
F -0.04131 -3.62872 -3.37902 0.0416
F 1.60635 -4.54586 -4.72268 0.0014
F 2.08704 -2.95194 -3.08829 0.0299
F 1.51811 -5.02435 -2.44958 0.0405
C -4.70447 0.09093 -1.25737 0.0000
C -3.81195 -0.76984 -0.61504 0.0001
C -3.73121 -2.10194 -1.01665 0.0000
C -4.46814 -2.54036 -2.07866 0.0000
C -5.32061 -1.67698 -2.75397 0.0000
C -5.43212 -0.35360 -2.34804 0.0000
N -4.33045 -3.92828 -2.51775 0.0000
O -3.33359 -4.52308 -2.16358 0.0004
O -5.19041 -4.37845 -3.25049 0.0000
H -4.80781 1.09591 -0.86342 0.0000
H -3.26320 -0.40594 0.24269 0.0000
H -3.04995 -2.69976 -0.42690 0.0000
H -5.85037 -2.08030 -3.60759 0.0000
H -6.19130 0.24428 -2.83472 0.0000
C -3.46984 1.85779 2.77094 0.0000
C -2.11431 1.56661 2.82770 0.0000
C -1.19488 2.60577 2.89497 0.0000
C -1.63244 3.90000 2.95520 0.0000
C -2.97994 4.20764 2.91290 0.0000
C -3.89525 3.17961 2.77758 0.0000
N -0.65820 4.99380 2.98525 0.0000
O -1.03007 6.06359 3.42185 0.0000
O 0.47888 4.73720 2.64466 0.0000
H -4.18337 1.04294 2.73117 0.0000
H -1.77258 0.54357 2.88952 0.0000
H -0.15130 2.32257 2.94960 0.0000
H -3.24744 5.25286 2.83546 0.0000
H -4.94780 3.42888 2.72526 0.0000
C 6.67966 -1.24889 1.01265 0.0000
C 6.57694 -2.32267 1.88501 0.0001
C 5.55383 -3.24430 1.68964 0.0002
C 4.70853 -3.09520 0.60769 0.0010
C 4.86824 -2.07583 -0.31933 0.0000
C 5.86612 -1.15084 -0.10967 0.0000
N 3.54620 -3.96017 0.50009 0.0034
O 2.76382 -3.70311 -0.40736 0.0226
O 3.40159 -4.85428 1.29240 0.0042
H 7.45029 -0.49976 1.15640 0.0000
H 7.22166 -2.44082 2.74207 0.0000
H 5.39532 -4.01317 2.43391 0.0000
H 4.21472 -2.02158 -1.17863 0.0000
H 5.98360 -0.28455 -0.74435 0.0000
C -0.70404 2.99357 -1.46192 0.0000
C -0.36258 2.08831 -0.46562 0.0000
C 0.81204 2.27409 0.24420 0.0000
C 1.63063 3.33405 -0.07145 0.0000
C 1.29768 4.24963 -1.04431 0.0000
C 0.11160 4.07751 -1.73347 0.0000
N 2.85263 3.53241 0.71543 0.0000
O 3.07643 2.74947 1.61810 0.0000
O 3.56400 4.46290 0.40138 0.0000
H -1.64039 2.84239 -1.98642 0.0000
H -1.01060 1.25144 -0.26228 0.0000
H 1.11046 1.54754 0.98628 0.0000
H 1.98538 5.05272 -1.26187 0.0000
H -0.14207 4.77973 -2.51705 0.0000
```

=====

A structure of composition C24H20GaN6O7. Source: the Open Molecules 2025 dataset; level of theory: ωB97M-V/def2-TZVPD.

As for the spin multiplicity: 1. The value obtained for the orbital gap is 0.250 Eh. Its net charge is -1. The calculation puts the HOMO energy at -4.39 eV. The LUMO energy is 2.414 eV.

```
58
Properties=species:S:1:pos:R:3:mulliken_charge:R:1
Ga 0.83659 0.46727 0.16198 -0.2988
O -3.22225 -4.24414 1.03480 -0.8237
C -3.90543 -3.18922 1.42143 0.2991
C -5.36116 -3.18313 1.35155 -0.6204
C -6.04207 -2.04376 1.75028 -0.3208
C -5.35015 -0.85520 2.08097 -0.7836
C -3.97686 -0.86621 2.25445 -0.3537
C -3.24265 -2.00757 1.84500 0.4813
C -1.73927 -2.05180 1.73845 0.5003
O -1.16487 -3.20860 1.60400 -0.7134
N -1.20146 -0.89108 1.71662 -0.9217
N 0.11719 -0.88467 1.38970 0.3135
C 0.95853 -1.72443 1.97671 -0.3832
C 2.26522 -2.07519 1.48892 1.1541
C 3.04842 -2.88457 2.29863 -1.0149
C 4.24775 -3.33571 1.78184 -0.5117
C 4.74786 -2.98595 0.48381 -0.6817
C 3.93735 -2.21446 -0.30710 -0.6923
C 2.70183 -1.71926 0.16604 0.6051
O 2.05843 -0.90775 -0.58857 -0.4851
H -2.10170 -3.90971 1.28788 0.4161
H -5.93572 -4.09455 1.05051 0.3132
H -7.13421 -2.00805 1.83180 0.3328
H -5.97080 -0.01959 2.28208 0.3957
H -3.47547 -0.02749 2.70059 0.4582
H 0.47466 -2.40057 2.73677 0.4493
H 2.73513 -3.21574 3.27991 0.4214
H 4.89895 -3.87972 2.40444 0.3945
H 5.72761 -3.26618 0.20125 0.4432
H 4.20280 -1.80768 -1.23706 0.5308
C 3.42988 4.54822 -2.64516 -1.0284
N 3.37856 3.59261 -1.53016 0.2126
C 4.35734 3.42623 -0.59349 0.1114
C 4.20834 2.54712 0.43360 -1.2690
C 2.91225 1.89353 0.57760 0.8312
O 2.58522 1.11158 1.52236 -0.7245
N 2.01079 2.03139 -0.40923 0.0151
C 2.34707 2.55979 -1.61007 0.5231
O 1.79925 2.35000 -2.69004 -0.6605
H 4.39283 4.51837 -3.16521 0.3311
H 3.18920 5.54178 -2.18897 0.3337
H 2.63472 4.35515 -3.33321 0.3321
H 5.33953 3.92676 -0.77974 0.3170
H 4.97787 2.20817 1.07749 0.3909
C -2.59171 0.62505 -3.69678 -1.1059
N -2.22079 1.22376 -2.40621 0.1941
C -2.90447 2.29850 -1.95537 0.0291
C -2.67802 2.76168 -0.69254 -1.0076
C -1.50115 2.29545 0.04885 0.9825
O -1.18055 2.57693 1.22380 -0.7136
N -0.83630 1.22430 -0.55198 0.1682
C -1.11830 0.67810 -1.77058 0.7360
O -0.56494 -0.38258 -2.15268 -0.7032
H -3.64757 0.71609 -3.85972 0.4041
H -2.37731 -0.45424 -3.68145 0.3161
H -2.00852 1.06753 -4.50042 0.3020
H -3.73946 2.69058 -2.55642 0.3167
H -3.32801 3.50286 -0.30196 0.4622
```